No. 1
{"formula": "C30H26AuN3P2S2Se2", "method": "the ωB97M-V functional and the def2-TZVPD basis", "homo_energy_ha": -0.269, "e_tot_ha": -7740.734189, "lumo_ha": -0.032, "gap_ev": 6.5, "e_above_lowest_kj_mol": 68.1, "molar_mass_g_mol": 909.5, "charge": 0, "max_force_ev_per_a": 0.86, "species": ["H", "C", "P", "N", "P", "C", "H", "C", "C", "H", "C", "H", "C", "H", "H", "C", "C", "S", "C", "C", "H", "H", "C", "C", "C", "H", "H", "H", "H", "H", "H", "C", "C", "C", "C", "N", "C", "C", "C", "H", "H", "N", "H", "C", "C", "H", "H", "H", "H", "C", "S", "C", "Se", "C", "C", "H", "Au", "C", "C", "Se", "C", "C", "H", "H", "H", "H"], "xyz": [[-0.80, -7.83, 0.80], [-3.93, -4.97, 6.73], [-4.17, -2.36, 3.66], [-1.56, -0.59, 1.13], [-0.10, -2.44, 2.38], [-6.04, 1.02, 4.94], [1.36, -1.79, 7.81], [-3.46, -3.52, 4.86], [-0.68, 3.42, -3.05], [3.25, 2.12, -2.98], [-4.15, -0.74, 5.96], [2.82, -3.06, 6.27], [-0.09, -6.54, 2.36], [-2.27, -6.12, 7.47], [-1.26, -3.63, 0.10], [-5.62, -0.05, 4.18], [-0.50, -1.54, 4.99], [1.85, 0.70, -1.21], [-0.34, -4.18, 1.97], [-4.57, 0.34, 6.72], [2.40, 3.66, -2.96], [2.18, -3.33, 3.90], [-2.15, -3.95, 4.88], [0.08, -5.23, 2.78], [-2.60, -5.39, 6.74], [-5.85, 2.05, 6.82], [-6.03, -0.22, 3.19], [-1.12, 4.20, -2.42], [0.05, 3.88, -3.71], [-6.77, 1.71, 4.55], [-1.46, -3.56, 4.15], [-1.62, -1.59, 2.06], [-0.12, -1.37, 6.32], [-5.51, 1.22, 6.22], [1.23, 1.99, -2.25], [-3.57, -0.60, 1.86], [-1.71, -4.88, 5.81], [-1.09, -5.76, 0.31], [-4.36, -4.04, 5.80], [-3.41, -1.43, 6.36], [0.52, -5.03, 3.75], [-2.75, -0.02, 1.03], [-4.17, 0.48, 7.72], [-0.04, 2.34, -2.20], [2.28, 2.59, -3.15], [-1.56, -5.96, -0.64], [-4.63, -5.37, 7.45], [0.23, -7.36, 2.99], [-1.49, 3.00, -3.66], [1.52, -2.80, 4.59], [-1.19, 1.57, -1.11], [1.07, -1.92, 6.78], [-5.72, -3.28, 2.58], [-2.93, -1.58, 2.54], [-4.67, -0.94, 4.68], [-0.75, -0.80, 6.98], [0.05, 0.02, -0.01], [0.32, -2.27, 4.13], [-0.93, -4.45, 0.73], [1.51, -1.65, 1.16], [1.89, -2.64, 5.91], [-0.67, -6.80, 1.13], [-1.43, -1.11, 4.64], [2.03, 2.46, -4.20], [-5.40, -3.73, 5.78], [-0.68, -5.21, 5.81]], "mulliken_charge": [0.3980, -0.7721, 0.1834, 0.2817, 0.2896, -0.7222, 0.4110, -0.1529, -1.4245, 0.4187, 0.1375, 0.4256, -0.8776, 0.3978, 0.3581, -0.3497, -0.0705, -0.4710, 1.2749, -0.8390, 0.3226, 0.5019, 0.8874, 0.0671, -0.6611, 0.3890, 0.4202, 0.3171, 0.3568, 0.3894, -0.3545, -0.1106, -0.7866, -0.4350, 0.7106, -0.2006, -0.4367, -0.7380, -0.6341, 0.4142, 0.2250, -0.8625, 0.4015, 0.5689, -1.5522, 0.4063, 0.4066, 0.4201, 0.3206, -0.6904, -0.3446, -0.5745, -0.3243, 0.7910, 0.2591, 0.4775, 0.3315, 0.9261, -0.4338, -0.4701, -0.8719, -0.5172, 0.6258, 0.3235, 0.4326, 0.4093]}

No. 2
{"formula": "C24H44P2Tc", "method": "the ωB97M-V functional and the def2-TZVPD basis", "homo_energy_ha": [-0.416, -0.414], "e_tot_ha": -1703.481499, "lumo_ha": [-0.251, -0.246], "spin_multiplicity": 4, "gap_ev": [4.5, 4.6], "e_above_lowest_kj_mol": 521.4, "molar_mass_g_mol": 492.6, "charge": 2, "max_force_ev_per_a": 3.66, "species": ["C", "H", "H", "H", "C", "H", "C", "P", "H", "H", "H", "H", "H", "C", "C", "C", "H", "H", "C", "H", "C", "H", "H", "H", "H", "H", "C", "C", "H", "C", "H", "H", "C", "C", "H", "H", "H", "H", "H", "P", "H", "H", "H", "Tc", "H", "H", "H", "H", "C", "H", "C", "H", "C", "C", "H", "H", "C", "C", "C", "H", "C", "C", "H", "H", "H", "H", "H", "C", "H", "H", "C"], "xyz": [[-0.94, -1.24, 3.15], [1.92, 1.68, -0.68], [1.69, -4.77, 3.70], [0.68, -1.99, -3.89], [0.50, 0.71, -3.74], [-1.38, -0.98, -0.76], [0.07, -1.05, 4.14], [1.25, -0.28, -2.30], [0.04, 3.91, -4.26], [3.36, -1.25, -1.99], [0.00, -2.36, -2.26], [-0.19, 0.04, 5.99], [1.62, -4.20, 2.00], [-0.91, 3.36, -4.19], [1.02, 1.76, -1.30], [0.33, -3.19, 3.33], [-3.38, 0.47, -1.57], [0.83, 3.17, -2.90], [0.16, 0.58, -1.08], [3.50, 0.26, -2.94], [-2.03, 2.24, -1.74], [-0.29, 1.03, 4.58], [-1.96, 0.64, 3.33], [0.29, -5.20, 2.63], [0.44, 0.17, -0.09], [2.38, 0.43, 1.32], [0.91, 3.12, -1.80], [-1.27, -0.07, -1.37], [-1.34, -0.45, -2.41], [0.86, -1.96, -2.80], [2.20, -3.15, 5.47], [-3.01, -0.76, 2.95], [-0.82, -2.60, 2.69], [-2.28, 1.02, -4.27], [-1.67, 4.02, -3.73], [1.75, -2.57, -2.59], [-2.89, 2.68, -2.29], [1.28, 0.43, 5.14], [-3.26, 1.29, -3.84], [-0.94, 1.75, -3.25], [-2.19, -0.07, -4.39], [-1.20, 3.15, -5.22], [3.08, -2.44, 4.12], [0.99, -1.72, 1.95], [1.45, 0.82, 2.79], [-0.41, 4.86, -1.49], [0.12, 0.02, -4.51], [0.21, 4.06, -0.01], [1.01, -4.42, 2.90], [2.91, -0.13, 2.92], [0.96, -2.16, 4.11], [-2.62, 0.93, -0.04], [-0.21, 3.88, -1.01], [2.26, -2.28, 4.82], [2.48, -1.39, 5.42], [1.88, 3.64, -1.63], [0.23, 0.16, 4.98], [-2.44, 0.86, -1.12], [-2.03, -0.29, 2.76], [-2.56, -2.74, 1.46], [2.02, 0.02, 2.29], [3.01, -0.22, -2.08], [3.32, 0.30, -1.16], [-1.84, -4.29, 1.94], [-2.19, 1.48, -5.26], [-1.98, 3.34, 0.12], [1.26, 1.36, -4.21], [-1.61, -3.27, 1.63], [-1.06, -3.31, 0.69], [-1.96, 0.00, 1.69], [-1.43, 3.14, -0.80]], "mulliken_charge": [0.3428, 0.2990, 0.3813, 0.4164, -1.1563, 0.3864, 1.9521, 1.2622, 0.4744, 0.4605, 0.3330, 0.3312, 0.2599, -1.1100, -1.3050, 0.1007, 0.3778, -0.1591, 2.9500, 0.4404, 0.2784, 0.4448, 0.4028, 0.3679, -1.2346, 0.0466, -1.2637, -1.4258, 0.5999, -1.5032, 0.4735, 0.4450, 0.7579, -1.2625, 0.4210, 0.4873, 0.9200, 0.4907, 0.3908, 0.4853, 0.5010, 0.5230, 0.3549, 0.2559, 0.2199, 0.4258, 0.5635, 0.4886, -1.0355, 0.4077, 0.2531, 0.1025, -0.6194, -2.1173, 0.3072, 0.5639, -1.6075, -0.7825, -1.6337, 0.3765, -0.7883, -1.1986, 0.3642, 0.4710, 0.4839, 0.4110, 0.3873, -1.5330, 0.2154, -0.0402, -1.6802]}

No. 3
{"formula": "C20H46IrO2P4", "method": "the ωB97M-V functional and the def2-TZVPD basis", "homo_energy_ha": [-0.668, -0.783], "e_tot_ha": -2408.186568, "lumo_ha": [-0.452, -0.605], "spin_multiplicity": 6, "gap_ev": [5.9, 4.8], "e_above_lowest_kj_mol": 231.5, "molar_mass_g_mol": 634.7, "charge": 4, "max_force_ev_per_a": 4.32, "species": ["H", "H", "C", "H", "C", "C", "H", "H", "H", "Ir", "H", "H", "H", "C", "H", "O", "H", "C", "H", "H", "C", "H", "H", "H", "H", "C", "C", "H", "C", "C", "P", "C", "H", "H", "C", "H", "H", "H", "H", "H", "H", "C", "H", "H", "H", "H", "H", "H", "C", "H", "H", "H", "C", "C", "H", "H", "C", "H", "O", "H", "H", "P", "H", "H", "H", "P", "H", "C", "H", "C", "C", "P", "H"], "xyz": [[-3.44, 2.27, -2.18], [3.41, -0.30, 1.41], [1.30, 1.46, -2.78], [-4.04, 0.45, -0.37], [0.56, -3.41, -2.80], [-0.56, 3.32, 2.00], [-1.58, -4.83, -0.55], [-2.68, 3.35, -0.72], [-0.96, -4.96, -2.97], [-0.41, 0.43, -0.06], [2.26, 0.34, 5.34], [0.30, 3.65, 1.41], [0.19, -1.75, 3.37], [1.80, -4.82, 0.05], [0.95, 4.34, -2.00], [0.65, 0.65, 2.08], [3.78, -4.16, -0.45], [-0.24, -3.24, -0.12], [-4.11, -0.75, -1.72], [-0.75, 3.86, -1.94], [2.81, -4.56, -0.78], [-0.22, 2.86, 2.94], [-1.17, 4.20, 2.24], [-3.00, 0.27, 1.91], [1.90, -1.75, -2.39], [-2.89, 3.15, 0.34], [2.34, 2.37, -0.23], [-1.75, 2.57, -2.75], [-1.48, -0.77, -3.02], [-2.55, 1.82, -2.64], [-1.58, 2.07, 1.09], [-0.88, -4.12, -0.98], [2.11, 2.09, -3.16], [-3.32, 1.81, 2.78], [3.36, 0.23, 2.37], [1.79, -2.04, 4.13], [3.62, 1.30, 2.31], [-2.87, 4.11, 0.88], [1.00, -5.55, -0.21], [1.00, -3.63, -3.78], [-2.81, 1.45, -3.64], [1.09, -2.39, -2.02], [-0.44, -0.59, -3.36], [1.60, -2.22, 2.36], [-1.32, -0.73, 0.69], [1.66, 0.43, -2.70], [2.13, 2.67, 0.80], [4.01, -0.26, 3.10], [0.66, -2.29, -0.65], [0.07, 4.35, -0.46], [-1.86, 0.85, 3.17], [-3.88, 2.68, 0.46], [1.27, -1.67, 3.25], [-3.49, -0.33, -0.91], [2.12, 1.90, 4.45], [1.76, -4.39, 1.06], [-2.54, 1.17, 2.36], [0.62, 0.98, 4.90], [1.01, -1.29, 0.12], [-0.44, -3.23, 0.95], [-1.53, -1.80, -2.65], [1.68, 0.04, 3.02], [2.78, -4.85, -1.84], [2.94, 1.45, -0.22], [0.47, 1.48, -3.50], [0.80, 2.09, -1.16], [-3.19, -1.14, -0.23], [-0.48, -4.23, -2.31], [-2.17, -0.65, -3.87], [0.20, 3.80, -1.40], [1.67, 0.91, 4.60], [-1.96, 0.36, -1.67], [2.91, 3.16, -0.74]], "mulliken_charge": [0.4923, 0.2233, -0.9350, 0.3376, -0.8404, -1.2244, 0.5703, 0.1957, 0.5275, 2.2802, 0.4992, 0.1957, 0.3487, -0.0235, 0.5665, -1.4406, 0.3125, 0.1846, 0.5093, 0.3663, -0.3267, 0.2255, 0.6488, 0.3243, 0.4735, -1.2252, -1.1107, 0.1933, -1.0852, -1.3428, 1.0313, -1.0629, 0.5749, 0.4995, -1.1816, 0.5562, 0.3634, 0.5044, 0.3780, 0.5564, 0.5402, -0.2591, 0.2885, -0.2076, -0.2623, 0.0988, 0.1915, 0.5057, 0.3035, 0.4060, 0.2620, 0.3861, -0.5765, -1.3576, 0.3756, 0.3182, -1.1644, 0.3651, -0.9582, 0.5633, 0.0760, 0.8362, 0.3569, 0.3274, 0.3597, 0.4812, 0.4010, -0.5685, 0.6806, -1.3252, -1.1123, 0.8944, 0.6337]}

No. 4
{"formula": "C33H48BrN3P2SeZn", "method": "the ωB97M-V functional and the def2-TZVPD basis", "homo_energy_ha": -0.441, "e_tot_ha": -8887.393830, "lumo_ha": -0.271, "gap_ev": 4.6, "e_above_lowest_kj_mol": 0.0, "molar_mass_g_mol": 773.0, "charge": 2, "max_force_ev_per_a": 2.74, "species": ["C", "C", "H", "C", "C", "C", "C", "H", "H", "P", "H", "C", "C", "H", "H", "C", "C", "C", "C", "H", "C", "C", "H", "H", "H", "N", "H", "H", "H", "Br", "H", "Se", "H", "C", "H", "H", "C", "H", "C", "H", "C", "C", "N", "C", "H", "C", "C", "H", "H", "H", "N", "H", "H", "C", "H", "H", "H", "H", "H", "H", "C", "P", "C", "C", "C", "C", "H", "H", "C", "H", "H", "H", "H", "C", "C", "H", "H", "H", "C", "Zn", "H", "H", "H", "C", "H", "H", "H", "H", "H"], "xyz": [[0.82, -1.45, 4.42], [-0.05, 0.70, 5.39], [-4.07, 2.99, -2.31], [-6.07, 3.92, -6.34], [-0.87, -3.98, -0.06], [-2.31, -2.09, -1.96], [-2.83, 2.10, -3.83], [6.92, 1.18, -0.84], [6.23, 2.69, -1.44], [4.34, -0.47, -0.64], [-6.98, 6.27, -4.27], [-1.39, 2.12, 7.36], [4.73, 1.28, -0.80], [-3.74, -2.83, -0.46], [-2.85, 1.78, -4.88], [-5.62, 4.65, -3.74], [-3.52, -1.91, -1.04], [-1.07, 1.59, 5.06], [3.65, -0.94, -2.26], [-2.16, -5.21, -1.36], [0.34, 0.50, 6.72], [-5.14, 3.15, -5.58], [4.74, -2.82, -2.41], [1.39, -2.11, -1.72], [-5.53, 5.02, -2.70], [-1.53, 1.21, 3.80], [0.07, -4.52, -0.27], [3.95, 1.75, -1.42], [-4.39, -1.68, -1.67], [2.29, 3.44, -1.08], [-1.92, 2.65, 8.16], [-1.69, -1.19, 2.21], [-2.51, 3.03, 5.71], [0.45, -2.35, -3.64], [-6.28, 3.62, -7.37], [-2.36, 1.59, 3.35], [-1.57, 1.96, -3.11], [-3.41, -1.09, -0.32], [3.00, -0.78, 0.56], [-2.48, 2.22, -1.16], [-1.54, 2.19, -1.72], [-2.05, -4.93, -0.31], [-6.71, 4.98, -5.87], [-3.91, 2.81, -3.38], [-0.34, 2.65, 0.04], [4.69, -1.85, -2.92], [-4.89, 3.51, -4.23], [-0.50, -2.69, -4.06], [3.39, -0.06, -2.87], [0.28, -2.24, 3.89], [0.04, -0.22, 4.34], [-0.85, -3.69, 1.00], [1.81, -1.30, 3.96], [0.60, -2.72, -2.16], [-3.00, -4.53, 0.06], [2.75, -1.52, -2.07], [6.17, 1.25, -2.46], [-2.10, -1.16, -2.52], [1.17, -0.17, 6.94], [-0.15, 1.05, 8.75], [-1.73, 2.33, 6.02], [-0.77, -2.40, -0.98], [-0.38, 1.20, 7.70], [0.87, 1.96, -3.08], [-0.35, 2.42, -1.04], [0.84, 2.56, -1.80], [1.26, -2.82, -4.21], [2.15, -1.30, 0.09], [3.65, -1.66, 1.63], [-1.85, -5.86, 0.24], [4.42, -2.05, -3.96], [5.69, -1.41, -2.89], [0.53, -1.26, -3.78], [-6.46, 5.36, -4.60], [-0.33, 1.69, -3.75], [1.82, 1.78, -3.60], [4.69, 1.70, 0.22], [2.64, 0.19, 0.96], [-0.96, 0.02, 3.42], [-0.92, -0.25, -0.03], [4.47, -2.24, 1.20], [-0.33, 1.40, -4.80], [-4.63, 2.30, -6.03], [6.09, 1.60, -1.43], [4.09, -1.04, 2.43], [0.96, -1.72, 5.48], [-2.41, -2.91, -2.69], [0.94, -3.76, -2.05], [2.93, -2.35, 2.10]], "mulliken_charge": [-0.8933, 0.8992, 0.3096, -0.3477, -0.2250, -0.8946, -0.5072, 0.3582, 0.3868, -0.2537, 0.3549, -0.5327, 0.3374, 0.1116, 0.2528, -0.5010, -0.9118, 0.4850, 1.1608, 0.3313, -0.9538, -0.3819, 0.3832, -1.4319, 0.3050, 0.1069, 0.5311, -0.5711, 0.3932, -0.0327, 0.3888, -0.2283, 0.3953, -1.0814, 0.3612, 0.2754, 1.0870, 0.1777, 1.4081, 0.5558, -0.4758, -1.3488, -0.5495, -0.3480, 0.8379, -1.4872, 0.6454, 0.3683, 0.1682, 0.2989, 0.3562, 0.0780, 0.2600, 0.9627, 0.2959, -0.7969, 0.2975, 0.4675, 0.4389, 0.3817, -0.8091, 0.9423, -0.6094, -0.0418, -1.1161, -0.5085, 0.4125, -1.4222, -1.4911, 0.4199, 0.4251, 0.3580, 0.1868, -0.2943, -0.7954, 0.5244, 0.5711, 0.4017, -0.1391, 0.5639, 0.5260, 0.4688, 0.3124, -1.3418, 0.3349, 0.3394, 0.5296, 0.5262, 0.2672]}